[1]
Formula: C28H30F12NO5S4Tc
Source: the Open Molecules 2025 dataset
Level of theory: the ωB97M-V functional and the def2-TZVPD basis

The geometry in ORCA input format:
```
! wB97M-V def2-TZVPD RIJCOSX def2/J DEFGRID3
* xyz 2 1
Tc -0.061 -0.185 0.325
C -1.260 -2.343 -5.788
C -1.089 -1.453 -4.612
C -2.121 -0.657 -4.130
C -1.933 0.142 -3.022
C -0.708 0.186 -2.338
N -0.590 0.926 -1.158
C -1.042 2.206 -1.094
C -1.618 2.850 -2.218
C -2.402 3.967 -2.086
C -2.605 4.546 -0.831
C -3.560 5.653 -0.617
C -1.816 4.075 0.234
C -1.026 2.951 0.133
C -0.052 2.616 1.266
O 0.247 1.286 1.488
C 1.292 3.331 0.916
F 1.844 2.701 -0.115
F 2.156 3.271 1.924
F 1.127 4.603 0.579
C -0.519 3.151 2.655
F 0.184 2.569 3.627
F -0.386 4.462 2.806
F -1.799 2.839 2.874
C 0.331 -0.675 -2.792
C 0.128 -1.443 -3.918
C 1.643 -0.748 -2.011
O 1.415 -1.011 -0.686
C 2.439 0.590 -2.201
F 1.621 1.640 -2.375
F 3.235 0.568 -3.261
F 3.188 0.829 -1.129
C 2.659 -1.850 -2.439
F 3.805 -1.655 -1.774
F 2.245 -3.061 -2.079
F 2.959 -1.898 -3.730
H -2.212 -2.170 -6.278
H -0.455 -2.192 -6.505
H -1.210 -3.388 -5.476
H -3.086 -0.678 -4.616
H -2.765 0.702 -2.624
H -1.448 2.435 -3.197
H -2.874 4.402 -2.953
H -4.278 5.717 -1.431
H -4.082 5.530 0.331
H -3.032 6.607 -0.560
H -1.862 4.651 1.144
H 0.912 -2.079 -4.295
C 2.564 -0.517 4.521
C 3.458 0.194 3.525
S 3.051 -0.213 1.785
C 3.366 -2.014 1.761
C 2.200 -2.829 2.300
S 0.604 -1.989 2.007
C -0.382 -2.724 3.376
C 0.065 -1.961 4.611
S 0.846 -0.482 3.856
H 2.545 0.001 5.482
H 2.867 -1.549 4.685
H 4.503 -0.049 3.713
H 3.331 1.275 3.576
H 4.282 -2.220 2.317
H 3.539 -2.236 0.708
H 2.274 -3.021 3.368
H 2.108 -3.782 1.780
H -0.227 -3.799 3.403
H -1.424 -2.529 3.140
H 0.783 -2.498 5.228
H -0.770 -1.650 5.238
C -2.079 -0.151 1.150
H -2.802 0.344 0.506
H -2.079 0.385 2.097
H -2.463 -1.151 1.331
C -2.245 -4.132 -0.007
S -0.746 -3.253 -0.416
O 0.080 -3.303 0.930
O -0.085 -3.909 -1.473
O -1.100 -1.853 -0.607
H -2.016 -5.189 0.058
H -2.927 -3.951 -0.829
H -2.659 -3.763 0.920
*
```

Properties
HOMO energy (spin up / spin down) in eV: -13.9 / -13.9
Largest force on an atom in Eh/bohr: 0.02848
ΔE to the lowest compared entry with this formula, charge and spin in kcal/mol: 25.7
E in eV: -119383.72500
Gap between HOMO and LUMO (spin up / spin down) in eV: 5.8 / 5.8
LUMO (spin up / spin down) in eV: -8.08 / -8.08

[2]
Formula: C4H7NO2
Source: the Open Molecules 2025 dataset
Level of theory: the ωB97M-V functional and the def2-TZVPD basis

The geometry in ORCA input format:
```
! wB97M-V def2-TZVPD RIJCOSX def2/J DEFGRID3
* xyz 0 1
C -1.930 -1.039 -1.181
N -1.997 0.231 -0.509
C -1.269 0.932 0.142
C 1.215 -0.861 0.466
O 1.928 -0.106 -0.336
C 2.269 1.128 -0.207
O -0.677 1.723 0.787
H -0.910 -1.434 -1.159
H -2.596 -1.750 -0.682
H -2.259 -0.920 -2.218
H 1.253 -1.913 0.222
H 0.977 -0.477 1.453
H 2.802 1.548 -1.047
H 1.955 1.683 0.670
*
```

Properties
HOMO energy (spin up / spin down) in eV: -7.7 / -7.5
Largest force on an atom in Eh/bohr: 0.01968
ΔE to the lowest compared entry with this formula, charge and spin in kcal/mol: 107.3
E in eV: -9842.62697
Gap between HOMO and LUMO (spin up / spin down) in eV: 8.4 / 8.0
LUMO (spin up / spin down) in eV: 0.71 / 0.51

[3]
Formula: C22H28AgF6N3OPS
Source: the Open Molecules 2025 dataset
Level of theory: the ωB97M-V functional and the def2-TZVPD basis

The geometry in ORCA input format:
```
! wB97M-V def2-TZVPD RIJCOSX def2/J DEFGRID3
* xyz -2 2
Ag 2.110 0.089 0.078
O 2.686 0.046 2.251
S 4.421 -0.272 -0.621
C 4.383 -1.774 0.188
N 4.285 -1.711 1.554
C 4.221 -2.781 2.330
C 4.277 -4.021 1.741
C 4.367 -4.058 0.357
N 4.409 -2.986 -0.410
H 4.127 -0.746 1.937
H 4.098 -2.605 3.390
H 4.222 -4.920 2.337
H 4.396 -5.003 -0.179
F 2.253 2.760 -0.406
P 2.257 4.383 -0.772
F 2.013 5.867 -1.444
F 3.836 4.824 -0.583
F 2.159 4.669 0.816
F 2.689 3.858 -2.257
F 0.628 4.278 -0.806
C -0.110 -1.008 5.054
C -0.878 -0.774 3.770
C -2.284 -0.832 3.792
C -2.957 -0.608 2.608
C -4.467 -0.654 2.563
C -2.258 -0.336 1.437
C -0.833 -0.268 1.373
C -0.177 -0.508 2.617
N -0.110 -0.027 0.244
C -0.772 0.194 -1.037
C 0.331 0.439 -2.087
C -0.224 0.695 -3.490
C -1.119 1.933 -3.457
C -2.247 1.705 -2.450
C -3.070 0.482 -2.874
C -2.170 -0.758 -2.935
C -1.043 -0.516 -3.940
C -1.574 -1.027 -1.547
C -1.652 1.466 -1.058
H -0.789 -1.206 5.889
H 0.501 -0.137 5.305
H 0.570 -1.859 4.958
H -2.826 -1.044 4.711
H -4.877 -0.877 3.550
H -4.827 -1.421 1.869
H -4.889 0.300 2.232
H -2.861 -0.175 0.557
H 0.999 -0.455 2.668
H 0.990 -0.440 -2.110
H 0.928 1.301 -1.773
H 0.606 0.860 -4.185
H -1.527 2.133 -4.457
H -0.534 2.808 -3.160
H -2.891 2.591 -2.421
H -3.532 0.658 -3.854
H -3.883 0.314 -2.157
H -2.761 -1.627 -3.252
H -1.451 -0.348 -4.946
H -0.401 -1.403 -3.994
H -0.899 -1.889 -1.574
H -2.377 -1.284 -0.858
H -2.462 1.395 -0.334
H -1.029 2.309 -0.748
*
```

Properties
HOMO energy (spin up / spin down) in eV: -0.9 / -0.8
Largest force on an atom in Eh/bohr: 0.04599
ΔE to the lowest compared entry with this formula, charge and spin in kcal/mol: 67.1
E in eV: -70219.81639
Gap between HOMO and LUMO (spin up / spin down) in eV: 5.2 / 5.2
Expectation value of S²: 0.76
LUMO (spin up / spin down) in eV: 4.34 / 4.34

[4]
Formula: C13H38AuClFeSi4Te
Source: the Open Molecules 2025 dataset
Level of theory: the ωB97M-V functional and the def2-TZVPD basis

The geometry in ORCA input format:
```
! wB97M-V def2-TZVPD RIJCOSX def2/J DEFGRID3
* xyz -1 8
Au 0.349 -0.294 -5.759
Cl 2.257 0.731 -4.336
C -1.078 -0.345 -7.269
C 1.843 -0.691 -7.213
H -0.752 -1.051 -8.043
H -2.045 -0.613 -6.828
H -1.084 0.690 -7.656
H 1.351 -0.852 -8.179
H 2.358 -1.594 -6.837
H 2.514 0.188 -7.216
Fe 0.291 0.545 -3.472
C -1.474 1.322 -3.567
C -0.016 -0.937 -2.389
H -1.933 0.850 -4.458
H -2.135 1.258 -2.690
H -1.258 2.379 -3.815
H 0.808 -1.669 -2.357
H -1.010 -1.418 -2.309
C -3.218 -0.066 0.893
Si -1.871 -1.039 1.787
C -2.226 -1.229 3.633
C -1.677 -2.692 0.896
Si 0.104 0.152 1.540
Te 0.397 0.759 -1.036
Si 0.009 2.215 2.640
C -0.278 1.908 4.482
C 1.646 3.124 2.394
C -1.401 3.218 1.892
Si 1.954 -1.057 2.265
C 1.771 -1.319 4.127
C 1.982 -2.701 1.344
C 3.532 -0.091 1.892
H -4.126 -0.690 0.886
H -2.935 0.142 -0.151
H -3.448 0.888 1.388
H -3.128 -1.854 3.735
H -1.407 -1.723 4.176
H -2.429 -0.264 4.119
H -1.189 -2.583 -0.082
H -1.112 -3.416 1.496
H -2.690 -3.087 0.736
H 0.519 1.306 4.939
H -0.285 2.893 4.974
H -1.241 1.420 4.683
H 1.925 3.176 1.334
H 1.519 4.152 2.766
H 2.470 2.656 2.947
H -1.353 3.237 0.794
H -2.388 2.834 2.188
H -1.307 4.253 2.255
H 0.824 -1.808 4.395
H 2.598 -1.975 4.442
H 1.850 -0.378 4.689
H 1.811 -2.571 0.266
H 2.982 -3.143 1.482
H 1.232 -3.406 1.733
H 3.584 0.201 0.835
H 3.627 0.812 2.508
H 4.386 -0.751 2.109
*
```

Properties
HOMO energy (spin up / spin down) in eV: -1.1 / -4.5
Largest force on an atom in Eh/bohr: 0.05245
E in eV: -103500.76026
Gap between HOMO and LUMO (spin up / spin down) in eV: 3.8 / 5.8
Expectation value of S²: 15.79
LUMO (spin up / spin down) in eV: 2.73 / 1.28

[5]
Formula: C3H6O2P
Source: the Open Molecules 2025 dataset
Level of theory: the ωB97M-V functional and the def2-TZVPD basis

The geometry in ORCA input format:
```
! wB97M-V def2-TZVPD RIJCOSX def2/J DEFGRID3
* xyz -1 1
C -0.570 0.919 0.413
C -0.061 0.590 -0.976
C 0.231 -0.211 1.103
O 2.130 -1.938 -1.263
O -0.936 -2.049 -0.469
P 0.226 -1.161 -0.444
H -0.353 1.933 0.799
H -1.668 0.601 0.431
H -0.815 0.765 -1.689
H 0.938 0.901 -1.223
H 1.264 0.377 1.406
H -0.386 -0.726 1.911
*
```

Properties
HOMO energy (spin up / spin down) in eV: -3.4 / -3.4
Largest force on an atom in Eh/bohr: 0.12689
ΔE to the lowest compared entry with this formula, charge and spin in kcal/mol: 98.0
E in eV: -16590.02123
Gap between HOMO and LUMO (spin up / spin down) in eV: 7.4 / 7.4
LUMO (spin up / spin down) in eV: 3.94 / 3.94

[6]
Formula: C5H15N2O2
Source: the Open Molecules 2025 dataset
Level of theory: the ωB97M-V functional and the def2-TZVPD basis

The geometry in ORCA input format:
```
! wB97M-V def2-TZVPD RIJCOSX def2/J DEFGRID3
* xyz 1 1
N -2.118 1.716 0.629
C -0.714 1.333 1.136
C 0.158 1.242 -0.129
N 1.349 0.509 -0.220
C 1.818 -0.583 0.782
C 1.097 -1.897 0.642
C 1.389 -2.766 -0.635
O -0.151 1.845 -1.189
H -2.256 2.731 0.714
H -2.038 1.578 -0.524
H -2.844 1.193 1.212
H -0.322 2.154 1.738
H -0.741 0.447 1.709
H 1.784 0.409 -1.083
H 1.653 -0.084 1.678
H 3.019 -0.717 0.470
H 0.018 -1.646 0.833
H 1.438 -2.619 1.551
H 0.666 -3.595 -0.778
H 2.390 -3.304 -0.392
H 1.417 -2.280 -1.535
H -1.529 1.527 -2.321
H -3.124 1.456 -2.376
O -2.358 1.349 -1.913
*
```

Properties
HOMO energy in eV: -13.6
Largest force on an atom in Eh/bohr: 0.09701
ΔE to the lowest compared entry with this formula, charge and spin in kcal/mol: 63.3
E in eV: -12495.92617
Gap between HOMO and LUMO in eV: 10.4
LUMO in eV: -3.23

Question: Among the records above, which one has the highest largest force on an atom?
Answer: C3H6O2P

Question: What is the largest force on an atom in the first record?
Answer: 0.02848 Eh/bohr